Entry 1:
{
  "formula": "C30H26O7S2",
  "method": "ωB97M-V/def2-TZVPD",
  "species": ["C", "O", "C", "S", "C", "C", "C", "C", "C", "C", "O", "O", "S", "C", "C", "C", "C", "C", "C", "O", "O", "H", "H", "H", "H", "H", "H", "H", "H", "H", "H", "H", "H", "H", "C", "O", "C", "C", "C", "C", "C", "O", "C", "C", "C", "C", "C", "C", "C", "C", "C", "C", "H", "H", "H", "H", "H", "H", "H", "H", "H", "H", "H", "H", "H"],
  "positions_angstrom": [[-1.65684, -2.27896, -2.11340], [-2.00060, -0.87555, -1.69288], [-1.69054, -0.35687, -0.46942], [-2.76575, 1.22089, -0.39533], [-1.98126, 2.57957, -1.24986], [-1.43441, 3.56755, -0.43422], [-0.78455, 4.64908, -1.03136], [-0.73907, 4.75109, -2.42644], [-1.39475, 3.80287, -3.22930], [-2.05542, 2.72481, -2.63621], [-3.89366, 0.73826, -1.23843], [-2.88316, 1.62621, 0.97572], [-2.27739, -1.30361, 0.98855], [-4.08461, -0.99723, 1.05297], [-4.58535, -0.16341, 2.05946], [-5.95447, 0.00665, 2.19639], [-6.84232, -0.67590, 1.36888], [-6.34632, -1.61312, 0.47416], [-4.96774, -1.79906, 0.32291], [-2.11604, -2.69733, 0.70093], [-1.56898, -0.63267, 2.08564], [-2.43392, -2.97360, -1.77932], [-1.70268, -2.17318, -3.20622], [-0.65461, -2.55259, -1.74564], [-1.51793, 3.46265, 0.64640], [-0.32281, 5.39076, -0.38379], [-0.20061, 5.58537, -2.88957], [-1.39308, 3.90081, -4.31530], [-2.59352, 1.98099, -3.22600], [-3.89645, 0.31756, 2.74927], [-6.31734, 0.68246, 2.97366], [-7.91864, -0.48522, 1.44538], [-7.03899, -2.21841, -0.11549], [-4.57943, -2.57261, -0.34161], [7.38417, -2.12497, 4.33526], [5.98128, -2.45827, 4.32399], [5.15801, -1.90687, 3.39766], [3.77453, -2.22268, 3.48586], [2.87155, -1.66652, 2.61117], [3.31872, -0.82453, 1.57701], [2.37453, -0.41704, 0.56958], [2.98610, 0.15357, -0.50169], [2.25237, 0.37857, -1.66827], [0.87482, 0.04883, -1.74607], [0.30024, 0.23973, -3.05774], [1.12063, 0.44628, -4.16167], [2.50399, 0.72184, -4.00160], [3.05970, 0.74342, -2.72188], [0.17856, -0.30515, -0.51404], [0.97212, -0.54019, 0.62021], [4.70574, -0.52595, 1.46384], [5.60802, -1.05900, 2.36802], [7.78710, -2.61789, 5.22104], [7.89252, -2.50905, 3.43464], [7.54209, -1.03398, 4.41095], [3.43838, -2.90904, 4.25422], [1.81578, -1.88425, 2.67417], [-0.77846, 0.13682, -3.22180], [0.71921, 0.38795, -5.18144], [3.15764, 0.92585, -4.84891], [4.12573, 0.93926, -2.51855], [-0.77592, 0.61507, -0.28432], [0.51135, -0.64644, 1.62918], [5.07882, 0.12105, 0.66417], [6.65391, -0.82468, 2.26646]],
  "atomic_forces_ev_per_a": [[-0.097, 1.437, 0.191], [-0.627, -1.041, -0.126], [1.925, -2.424, -1.887], [-2.862, -0.296, -3.011], [-0.180, 0.105, 0.216], [0.423, -0.020, -0.201], [-0.223, -0.235, -0.075], [-0.095, -0.145, 0.049], [-0.046, 0.069, 0.341], [0.388, -0.238, -0.020], [1.601, 1.691, 1.913], [0.089, 0.088, -0.162], [0.039, 1.199, 1.394], [-0.029, -0.789, 1.071], [0.338, -0.212, -0.015], [-0.037, 0.219, 0.185], [-0.006, 0.154, 0.137], [0.192, -0.252, -0.381], [0.205, 0.089, -0.052], [0.236, -0.103, -0.005], [-1.434, -1.248, -0.969], [0.305, 0.265, 0.124], [0.240, -0.203, 0.414], [-0.450, 0.142, -0.140], [0.183, 0.069, -0.285], [-0.056, -0.043, -0.277], [-0.263, -0.362, 0.160], [-0.011, 0.015, 0.326], [0.204, 0.213, 0.148], [-0.142, 0.020, -0.291], [0.037, -0.218, -0.282], [0.453, -0.203, 0.005], [0.286, 0.204, 0.145], [-0.138, 0.314, 0.101], [-0.587, 0.062, -0.300], [0.527, -0.071, 0.276], [-0.426, 0.398, -0.697], [0.886, 0.160, 0.356], [0.768, 0.319, -0.338], [1.010, -0.271, 0.398], [-3.812, 0.445, -0.068], [-0.025, 0.290, -1.051], [-0.091, -1.247, 1.367], [-0.358, 1.382, -2.408], [0.480, -0.754, 0.813], [1.098, 0.451, -0.173], [-0.526, 0.038, 0.217], [-0.206, -0.091, -0.888], [-4.410, 1.856, 0.188], [3.335, 0.273, 2.848], [-1.158, -0.099, -0.075], [-0.367, -0.494, 0.702], [-0.064, 0.087, -0.157], [-0.202, 0.133, 0.266], [-0.129, -0.407, -0.025], [0.118, 0.079, 0.049], [0.051, -0.238, 0.084], [0.638, -0.094, 0.206], [0.007, 0.237, 0.542], [-0.345, -0.095, 0.052], [-0.724, -0.126, -0.214], [3.715, 0.251, 0.187], [0.507, -0.457, -1.229], [-0.315, -0.305, 0.296], [0.157, 0.027, 0.035]],
  "mol_weight_g_mol": 562.665,
  "lumo_ev": 0.00,
  "homo_energy_ev": -6.127,
  "total_charge": 0
}

---

Entry 2:
{
  "formula": "C35H71N7O3",
  "method": "ωB97M-V/def2-TZVPD",
  "species": ["N", "C", "O", "C", "C", "C", "C", "C", "C", "C", "C", "C", "O", "N", "N", "C", "O", "H", "H", "H", "H", "H", "H", "H", "H", "H", "H", "H", "C", "C", "N", "C", "C", "C", "C", "H", "H", "H", "H", "H", "H", "H", "H", "H", "H", "H", "H", "H", "H", "H", "C", "C", "N", "C", "C", "C", "C", "H", "H", "H", "H", "H", "H", "H", "H", "H", "H", "H", "H", "H", "H", "H", "C", "C", "N", "C", "C", "C", "C", "H", "H", "H", "H", "H", "H", "H", "H", "H", "H", "H", "H", "H", "H", "H", "C", "C", "N", "C", "C", "C", "C", "H", "H", "H", "H", "H", "H", "H", "H", "H", "H", "H", "H", "H", "H", "H"],
  "positions_angstrom": [[2.51633, -2.33128, 0.43154], [2.12771, -0.99717, 0.38151], [2.06185, -0.31853, 1.37998], [1.80989, -0.43812, -0.99244], [0.31294, -0.61808, -1.38127], [-0.57425, -0.65410, -0.17022], [-0.98408, 0.53255, 0.43211], [-1.74353, 0.52938, 1.60242], [-2.11515, -0.65318, 2.21948], [-1.75155, -1.82564, 1.59541], [-1.00373, -1.83460, 0.42084], [-0.83220, -3.26754, 0.04044], [0.00220, -3.79256, -0.63880], [-1.87052, -4.03348, 0.73985], [-3.10566, -3.96977, -0.04207], [-2.03865, -3.23692, 1.96357], [-2.27170, -3.70003, 3.04012], [2.50598, -2.77662, -0.47656], [1.95577, -2.87734, 1.07293], [2.44694, -0.94790, -1.71605], [2.04581, 0.62131, -0.95403], [0.04316, 0.23992, -1.99706], [0.20883, -1.52106, -1.98044], [-0.71221, 1.48404, -0.00698], [-2.03678, 1.47120, 2.04707], [-2.68674, -0.67680, 3.13760], [-2.92783, -3.49307, -0.92125], [-3.80331, -3.43805, 0.46976], [1.74278, 2.99923, 0.76183], [2.89152, 3.99238, 0.83486], [2.89802, 4.74669, 2.07444], [3.79278, 5.88900, 2.05453], [5.29766, 5.62864, 1.91527], [2.90304, 3.94773, 3.28990], [4.03521, 2.93086, 3.47956], [0.78777, 3.49945, 0.94007], [1.71174, 2.54536, -0.22929], [1.85276, 2.18850, 1.48009], [2.79688, 4.71104, 0.01560], [3.83418, 3.44825, 0.66032], [3.61432, 6.47307, 2.96150], [3.47812, 6.53003, 1.22458], [5.72948, 5.22185, 2.82873], [5.81280, 6.56793, 1.70413], [5.51793, 4.94295, 1.09635], [1.95391, 3.40834, 3.34232], [2.88592, 4.63747, 4.13758], [4.19446, 2.32804, 2.58465], [3.77712, 2.24498, 4.28829], [4.97880, 3.40614, 3.74499], [2.65491, -3.52975, -3.05304], [2.89335, -4.17344, -4.40835], [2.66973, -3.25696, -5.51181], [2.59238, -3.91343, -6.80481], [3.84210, -4.63046, -7.32900], [3.43324, -2.02191, -5.46457], [4.96232, -2.12108, -5.39088], [1.66401, -3.07637, -2.99385], [2.71693, -4.28987, -2.27163], [3.40733, -2.77001, -2.82764], [2.19445, -5.00526, -4.52682], [3.90247, -4.61490, -4.41441], [2.27089, -3.17156, -7.54084], [1.77813, -4.64247, -6.74645], [4.60978, -3.93074, -7.65706], [3.57532, -5.24460, -8.19111], [4.27725, -5.29152, -6.57876], [3.08913, -1.44560, -4.60064], [3.14973, -1.42442, -6.33442], [5.28751, -2.84298, -4.64033], [5.37872, -1.15101, -5.11255], [5.40528, -2.40125, -6.34518], [-1.02526, -0.78233, 5.84725], [-1.56776, 0.63841, 5.84912], [-2.86496, 0.75298, 6.49021], [-3.52828, 2.01842, 6.23510], [-2.87539, 3.30058, 6.76561], [-2.93513, 0.25536, 7.85358], [-1.97432, 0.85523, 8.88816], [-1.75474, -1.47781, 5.42822], [-0.12353, -0.82674, 5.23435], [-0.75356, -1.12788, 6.84507], [-1.69117, 0.96562, 4.81177], [-0.81033, 1.30585, 6.29050], [-4.54793, 1.94953, 6.62389], [-3.63329, 2.11354, 5.14871], [-2.97296, 3.39288, 7.84649], [-3.36408, 4.17024, 6.32173], [-1.81655, 3.35402, 6.51001], [-2.77344, -0.82491, 7.82562], [-3.96442, 0.37991, 8.19891], [-0.95165, 0.90534, 8.51171], [-1.96265, 0.22807, 9.78155], [-2.27113, 1.85584, 9.19917], [-3.44440, 1.59344, -2.16368], [-3.09293, 0.80064, -3.41347], [-3.81461, -0.45534, -3.50702], [-3.27369, -1.36156, -4.50571], [-3.32666, -0.93528, -5.97712], [-5.26351, -0.35086, -3.45251], [-5.96049, 0.53555, -4.49220], [-3.32666, 0.96570, -1.27859], [-2.77344, 2.44920, -2.06950], [-4.46270, 1.98254, -2.18268], [-2.02709, 0.55447, -3.38049], [-3.23150, 1.44502, -4.29620], [-3.77806, -2.32545, -4.39513], [-2.22659, -1.54437, -4.24101], [-4.33615, -0.98689, -6.38279], [-2.70402, -1.60513, -6.57306], [-2.94915, 0.07762, -6.12152], [-5.53771, 0.01154, -2.45843], [-5.67034, -1.36352, -3.50819], [-5.47387, 1.50701, -4.59024], [-6.99182, 0.71697, -4.18416], [-5.99379, 0.07174, -5.47674]],
  "atomic_forces_ev_per_a": [[-0.527, 0.026, -0.565], [0.312, -0.132, 0.103], [-0.280, 0.021, 0.169], [0.188, -0.100, 0.178], [0.395, -0.046, 0.075], [-0.003, 0.095, -0.274], [-0.260, -0.127, 0.366], [0.177, 0.231, -0.096], [-0.047, -0.173, 0.168], [0.062, 0.061, -0.107], [-0.035, 0.014, 0.189], [-0.214, -0.152, -0.099], [-0.138, 0.219, -0.247], [0.675, 0.079, 0.439], [-0.176, -0.475, -0.076], [-0.093, -0.161, 0.091], [-0.265, 0.143, -0.324], [-0.108, -0.080, 0.022], [0.437, 0.037, 0.400], [-0.039, 0.233, -0.208], [0.114, -0.016, -0.093], [-0.099, -0.081, -0.095], [-0.138, -0.028, 0.064], [0.067, -0.027, -0.055], [0.003, 0.056, -0.033], [-0.009, 0.080, 0.034], [-0.025, 0.144, 0.030], [0.027, 0.148, -0.050], [-0.046, 0.056, 0.035], [-0.003, -0.069, -0.019], [0.003, 0.026, 0.002], [0.032, 0.137, -0.030], [0.012, 0.049, 0.043], [-0.066, -0.103, 0.121], [0.014, 0.040, 0.059], [0.021, 0.038, 0.016], [-0.004, 0.044, -0.034], [-0.021, -0.050, -0.040], [0.026, 0.041, 0.030], [-0.006, 0.005, -0.012], [-0.009, -0.044, 0.030], [-0.013, -0.049, -0.031], [-0.010, -0.047, -0.016], [-0.006, 0.002, -0.003], [-0.011, -0.008, -0.003], [-0.001, 0.001, -0.056], [0.045, 0.045, -0.031], [-0.027, -0.014, -0.002], [-0.008, -0.003, -0.003], [0.015, -0.001, -0.063], [0.056, -0.047, 0.186], [0.015, 0.037, 0.017], [-0.020, -0.013, -0.016], [-0.082, -0.073, -0.109], [-0.012, 0.027, -0.054], [0.042, 0.142, 0.060], [-0.006, 0.056, -0.042], [-0.003, 0.004, -0.079], [-0.008, -0.019, -0.017], [0.002, -0.004, -0.031], [-0.001, 0.002, -0.052], [-0.008, -0.006, 0.008], [0.027, 0.041, 0.025], [0.015, -0.011, 0.058], [0.019, 0.000, 0.044], [-0.007, -0.002, 0.002], [-0.005, 0.002, 0.012], [-0.012, -0.044, 0.021], [-0.003, -0.052, -0.041], [-0.011, -0.001, 0.012], [-0.005, 0.002, 0.000], [0.001, -0.063, 0.019], [0.048, -0.013, -0.104], [0.079, -0.047, 0.038], [-0.033, 0.030, -0.048], [-0.082, 0.082, -0.074], [-0.056, 0.023, 0.011], [-0.001, -0.128, 0.124], [-0.061, 0.003, 0.038], [-0.010, -0.016, 0.036], [0.002, -0.005, -0.008], [-0.032, 0.021, 0.019], [-0.009, 0.050, 0.012], [-0.001, 0.006, -0.019], [0.015, -0.030, 0.040], [0.051, -0.025, -0.007], [0.042, -0.024, 0.006], [-0.002, -0.004, -0.005], [0.006, -0.012, -0.003], [0.036, 0.009, -0.049], [-0.008, 0.060, -0.031], [0.003, -0.015, -0.011], [-0.003, -0.004, -0.002], [0.041, 0.025, -0.044], [0.089, -0.009, 0.036], [-0.031, 0.074, 0.015], [0.048, -0.057, 0.023], [0.102, -0.107, -0.037], [-0.017, -0.058, -0.016], [-0.153, 0.035, 0.068], [-0.043, -0.057, -0.003], [-0.049, 0.017, 0.020], [-0.001, 0.004, 0.004], [-0.013, -0.030, -0.028], [-0.002, -0.025, -0.046], [0.004, -0.010, 0.001], [-0.049, 0.022, 0.012], [0.006, 0.056, 0.017], [-0.009, 0.046, 0.014], [0.007, -0.002, 0.008], [0.001, 0.007, 0.012], [0.051, 0.032, 0.001], [0.046, -0.022, -0.047], [0.007, 0.004, 0.017], [0.000, -0.003, 0.005], [0.054, 0.032, -0.016]],
  "smiles": "NC(=O)CCc1cccc2c1C(=O)N(N)C2=O.CCN(CC)CC.CCN(CC)CC.CCN(CC)CC.CCN(CC)CC",
  "mol_weight_g_mol": 637.999,
  "e_above_lowest_kj_mol": 0.0,
  "lumo_ev": -0.37,
  "homo_energy_ev": -8.051,
  "total_charge": 0
}

---

Entry 3:
{
  "formula": "C4H5ClOS",
  "method": "ωB97M-V/def2-TZVPD",
  "species": ["Cl", "S", "C", "C", "C", "H", "H", "H", "C", "O", "H", "H"],
  "positions_angstrom": [[-3.39196, -0.06483, -0.35420], [-1.51603, -0.72036, 0.13737], [-0.50691, 0.69934, 0.23807], [0.48767, 1.46350, 0.60377], [-0.72954, 2.17996, 0.12098], [1.39714, 1.51545, 1.06853], [-1.26460, 2.84867, 0.87186], [-0.56961, 2.52847, -0.90614], [1.49583, -2.62158, -0.41445], [0.73852, -2.41357, 0.47020], [1.72271, -3.60391, -0.90168], [2.13678, -1.81113, -0.93430]],
  "atomic_forces_ev_per_a": [[0.452, 0.339, 0.002], [0.695, 0.022, 0.165], [-1.210, 0.345, 0.702], [-2.209, -1.506, -0.870], [0.781, 1.234, -0.076], [1.998, 0.152, 0.863], [0.208, -1.167, -1.179], [-0.821, 0.603, 0.378], [2.033, 0.518, -2.142], [-0.521, -0.063, 0.690], [-0.533, -0.017, 0.630], [-0.874, -0.459, 0.837]],
  "smiles": "ClSC1=CC1.C=O",
  "mol_weight_g_mol": 136.603,
  "e_above_lowest_kj_mol": 354.3,
  "lumo_ev": 0.12,
  "homo_energy_ev": -8.403,
  "total_charge": 0
}

---

no.,DFT total energy (eV)
1,-67526.5912
2,-54018.0731
3,-29630.0360